(1)
A 19-piece molecular cluster, C76H209N19O19 overall. Source: the OMol25 dataset; level of theory: ωB97M-V with the def2-TZVPD basis set.

CARTESIAN COORDINATES (ANGSTROEM)
C: -2.26100 7.55242 4.66633
C: -2.31330 7.30682 3.11415
C: -2.86719 5.88037 2.85134
O: -2.03505 4.88575 3.42866
C: -2.54963 3.54327 3.37337
N: -3.26961 8.28300 2.54814
H: -1.54678 6.87086 5.12584
H: -3.23856 7.29879 5.07237
H: -2.04533 8.59138 4.94758
H: -1.29950 7.26393 2.66852
H: -2.88030 5.72701 1.74543
H: -3.94298 5.79724 3.11870
H: -1.75079 2.93132 3.84327
H: -2.71859 3.15307 2.35265
H: -3.51358 3.39315 3.91705
H: -3.02251 9.23659 2.81335
H: -3.25465 8.23239 1.53646
C: 4.55791 0.90257 -5.35357
C: 3.36279 0.55402 -4.45952
C: 1.96598 0.69427 -5.06629
O: 2.09200 1.91133 -5.76289
C: 0.90371 2.53744 -6.25642
N: 3.56950 -0.67471 -3.70115
H: 4.66026 0.27190 -6.25349
H: 5.45896 0.71277 -4.75169
H: 4.55219 1.95271 -5.61320
H: 3.33601 1.34041 -3.70322
H: 1.23745 0.67754 -4.22497
H: 1.65196 -0.09908 -5.77688
H: 0.35943 1.87137 -6.98311
H: 1.20278 3.48796 -6.73247
H: 0.16996 2.71780 -5.44121
H: 2.69477 -0.99540 -3.25415
H: 3.74944 -1.40140 -4.39290
C: 6.93278 -4.84650 -3.26236
C: 5.84354 -5.69507 -2.58956
C: 6.47509 -6.84689 -1.75978
O: 7.26264 -7.76617 -2.49412
C: 6.45031 -8.54118 -3.31752
N: 5.00916 -4.87756 -1.72536
H: 7.48238 -4.38791 -2.42940
H: 6.50190 -4.07749 -3.89825
H: 7.51353 -5.58207 -3.79900
H: 5.19433 -6.12656 -3.36140
H: 5.68120 -7.40423 -1.19039
H: 7.11244 -6.42080 -0.96276
H: 5.95759 -7.98221 -4.10315
H: 5.70109 -9.14759 -2.79654
H: 7.17778 -9.20434 -3.82213
H: 5.55288 -4.33787 -1.04898
H: 4.43973 -5.49109 -1.13547
C: 4.22258 -2.14738 -8.29486
C: 3.54780 -3.49259 -8.06673
C: 2.81791 -3.65143 -6.69117
O: 3.75544 -3.74042 -5.58683
C: 3.06389 -3.88239 -4.36393
N: 2.75209 -3.75768 -9.24913
H: 4.96805 -1.94636 -7.50812
H: 3.50567 -1.30241 -8.17102
H: 4.66924 -2.06414 -9.30005
H: 4.32067 -4.25536 -8.08088
H: 2.12241 -4.52716 -6.69007
H: 2.17550 -2.73938 -6.54087
H: 2.80814 -4.93883 -4.17126
H: 2.20097 -3.22558 -4.27991
H: 3.75311 -3.53249 -3.59800
H: 2.44324 -4.74241 -9.27747
H: 1.97131 -3.09455 -9.31609
C: 3.84922 -1.88502 1.39011
C: 3.33381 -3.32024 1.34339
C: 2.36901 -3.70392 2.45138
O: 2.95831 -3.62416 3.75380
C: 2.01514 -3.93402 4.75551
N: 2.47134 -3.36294 0.11431
H: 4.23497 -1.63121 0.39684
H: 4.67583 -1.80298 2.11410
H: 2.99623 -1.25857 1.65947
H: 4.22111 -3.96118 1.26661
H: 1.93250 -4.68216 2.27099
H: 1.53394 -2.99423 2.38848
H: 2.58299 -3.86185 5.68568
H: 1.54127 -4.92830 4.60001
H: 1.15446 -3.18266 4.76289
H: 3.02420 -3.42755 -0.73550
H: 1.89534 -4.19468 0.11273
C: -5.00344 -0.11767 -2.35693
C: -4.09767 -1.12372 -1.74507
C: -3.85265 -0.94470 -0.20560
O: -5.12849 -0.99725 0.53051
C: -5.04137 -0.80490 1.96461
N: -4.60250 -2.48875 -1.81887
H: -5.95924 0.04938 -1.83891
H: -5.24775 -0.43374 -3.37805
H: -4.43389 0.82526 -2.42944
H: -3.08829 -0.99325 -2.17788
H: -3.33602 -0.00557 0.03354
H: -3.20007 -1.77745 0.06875
H: -4.37325 -1.50706 2.45262
H: -6.06606 -0.96689 2.39875
H: -4.68321 0.20500 2.23921
H: -4.98454 -2.63100 -2.76253
H: -5.34031 -2.59396 -1.10631
C: 2.46919 4.74970 -3.56442
C: 3.34222 5.96122 -3.81169
C: 2.68559 7.23315 -3.24946
O: 3.67891 8.33043 -3.58936
C: 3.33128 9.54423 -3.00084
N: 4.61872 5.64555 -3.26015
H: 2.35819 4.41140 -2.52999
H: 2.78666 3.87725 -4.11700
H: 1.49461 5.03827 -3.93286
H: 3.47723 6.18165 -4.90208
H: 2.53215 7.14771 -2.16065
H: 1.73141 7.52124 -3.72833
H: 3.41532 9.58577 -1.90073
H: 2.38636 9.98893 -3.35059
H: 4.17720 10.15822 -3.36873
H: 4.59968 5.63185 -2.22720
H: 5.28289 6.36153 -3.50435
C: -2.09400 -2.95298 5.42013
C: -2.50389 -4.41277 5.25065
C: -1.93281 -5.41702 6.29798
O: -0.53488 -5.50223 6.22466
C: 0.14941 -6.25113 7.21280
N: -3.93757 -4.45370 5.39242
H: -2.48490 -2.42550 4.54295
H: -1.02472 -2.85646 5.54386
H: -2.64385 -2.49469 6.26149
H: -2.16195 -4.78346 4.28584
H: -2.42588 -6.41059 6.16476
H: -2.22393 -5.09039 7.31415
H: -0.30660 -7.24321 7.28014
H: 0.11235 -5.78862 8.19272
H: 1.19957 -6.37534 6.94523
H: -4.36931 -3.66645 4.88594
H: -4.31693 -5.34094 5.03688
C: 3.98237 1.71938 -0.69442
C: 5.45908 1.91787 -1.01841
C: 6.38274 2.36884 0.11281
O: 6.26670 1.43951 1.16270
C: 7.29071 1.43274 2.14758
N: 6.09366 0.68792 -1.57365
H: 3.97592 1.12344 0.23269
H: 3.49876 1.19498 -1.51409
H: 3.56105 2.71482 -0.54982
H: 5.62019 2.68690 -1.78880
H: 6.15314 3.39139 0.45829
H: 7.43827 2.35872 -0.19659
H: 7.18142 0.45320 2.59443
H: 7.15639 2.21594 2.89328
H: 8.30566 1.52480 1.73565
H: 5.84609 -0.12535 -1.03274
H: 5.68611 0.49921 -2.48710
C: -8.50552 5.65415 -1.41850
C: -8.19587 4.79684 -0.24099
C: -6.85651 4.01624 -0.50903
O: -6.47656 3.35188 0.62038
C: -5.11725 2.90604 0.53364
N: -8.21104 5.56524 1.00165
H: -8.71418 4.98457 -2.26995
H: -7.71260 6.32373 -1.77051
H: -9.42932 6.22131 -1.35256
H: -8.95187 4.02538 -0.09383
H: -6.15187 4.82220 -0.78060
H: -6.91829 3.29645 -1.34262
H: -4.44932 3.77252 0.47040
H: -4.98640 2.27881 -0.35041
H: -4.89440 2.33542 1.44337
H: -7.95883 4.89792 1.75037
H: -7.49535 6.29872 1.02042
C: -1.20212 -4.45961 0.30203
C: -1.06150 -4.56090 -1.22304
C: -1.95336 -5.67037 -1.83363
O: -1.84867 -6.87573 -1.06195
C: -2.81773 -7.89258 -1.34018
N: -1.31382 -3.31950 -1.95242
H: -1.08925 -5.42918 0.76720
H: -2.20188 -4.09540 0.53293
H: -0.41198 -3.76868 0.62519
H: -0.02688 -4.81728 -1.40076
H: -1.72315 -5.87377 -2.88262
H: -2.99044 -5.30119 -1.80651
H: -2.51317 -8.75140 -0.74816
H: -2.83019 -8.22495 -2.39014
H: -3.80919 -7.59880 -1.03778
H: -2.27784 -3.05605 -1.71632
H: -1.21030 -3.48098 -2.93912
C: -3.64334 -4.66346 -5.81047
C: -2.49715 -4.29094 -6.73040
C: -1.13910 -4.11566 -6.03562
O: -1.17740 -3.14845 -4.99775
C: -1.17580 -1.74560 -5.29912
N: -2.29494 -5.25218 -7.85063
H: -3.75169 -3.77389 -5.15449
H: -3.45177 -5.51686 -5.14847
H: -4.58884 -4.74835 -6.34792
H: -2.79715 -3.37861 -7.24824
H: -0.31739 -3.89934 -6.71191
H: -0.84535 -5.01853 -5.48407
H: -0.15100 -1.39044 -5.51953
H: -1.57790 -1.17410 -4.45205
H: -1.83853 -1.52516 -6.17267
H: -2.11467 -6.16775 -7.46305
H: -3.10101 -5.34214 -8.47963
C: 0.32397 -0.17132 6.40442
C: 1.77787 -0.62218 6.56476
C: 2.52316 -0.32427 5.28867
O: 2.43922 1.04590 4.95623
C: 2.99144 1.36827 3.71023
N: 2.28017 0.23263 7.67024
H: -0.19980 -0.32815 7.34147
H: -0.20131 -0.66160 5.58252
H: 0.38044 0.90492 6.18175
H: 1.88387 -1.66920 6.78009
H: 2.08231 -0.91957 4.45775
H: 3.56866 -0.68698 5.34753
H: 2.84634 2.45027 3.66813
H: 2.48047 0.89235 2.87772
H: 4.05065 1.10318 3.65651
H: 3.25743 -0.02776 7.88712
H: 2.31652 1.18482 7.31861
C: 3.86455 7.72081 7.25455
C: 4.10005 6.37082 7.87065
C: 3.53248 5.22588 7.07464
O: 2.15849 5.30842 7.15634
C: 1.48182 4.32647 6.38113
N: 5.53712 6.20509 7.91387
H: 4.43501 7.81345 6.33137
H: 4.22401 8.48042 7.95391
H: 2.79302 7.89320 7.05985
H: 3.58414 6.25289 8.84073
H: 3.90046 4.26758 7.49576
H: 3.84397 5.15918 6.05006
H: 1.59333 4.51142 5.31249
H: 0.42319 4.36296 6.64053
H: 1.89409 3.30569 6.53608
H: 5.78799 5.46275 8.56954
H: 6.04206 7.05720 8.06509
C: -0.67825 0.55655 -1.57106
C: 0.44768 -0.16126 -0.83932
C: 0.08277 -0.77556 0.52259
O: -0.07985 0.32287 1.42236
C: -0.59480 -0.03377 2.67029
N: 1.01272 -1.21009 -1.72108
H: -1.05032 1.34196 -0.91034
H: -1.46514 -0.15489 -1.78120
H: -0.25394 0.93380 -2.51353
H: 1.29494 0.49579 -0.58753
H: 0.87022 -1.41288 0.91754
H: -0.83465 -1.35361 0.41416
H: -1.60612 -0.45391 2.56455
H: -0.64482 0.86639 3.27830
H: 0.01338 -0.78909 3.21587
H: 0.17967 -1.80450 -1.89626
H: 1.60404 -1.86224 -1.20066
C: -5.99788 2.82935 7.90188
C: -6.70713 1.70462 7.20633
C: -5.73117 0.53629 6.81643
O: -4.68909 1.09560 6.01575
C: -3.63023 0.24505 5.61602
N: -7.78033 1.13782 7.96069
H: -6.68130 3.64204 8.12471
H: -5.15500 3.15259 7.32121
H: -5.59220 2.48673 8.86130
H: -7.11485 2.11545 6.27243
H: -6.30941 -0.26603 6.29886
H: -5.34694 0.02053 7.77286
H: -3.96051 -0.60886 5.00829
H: -3.06088 -0.20584 6.46559
H: -2.93267 0.83109 5.03219
H: -7.56049 1.00578 8.94497
H: -8.58300 1.77249 7.91305
C: -3.10655 2.35727 -7.35708
C: -3.13834 2.98321 -5.96169
C: -4.25068 4.02582 -6.04198
O: -4.40408 4.61820 -4.72650
C: -5.47640 5.59071 -4.75774
N: -3.30998 1.93694 -4.99170
H: -2.22658 1.71669 -7.42238
H: -3.09888 3.18842 -8.06143
H: -4.04446 1.78259 -7.49787
H: -2.19026 3.47468 -5.73858
H: -5.23163 3.60289 -6.36371
H: -4.00973 4.84483 -6.72028
H: -5.57359 5.87751 -3.70496
H: -6.46979 5.17317 -5.04748
H: -5.23643 6.49860 -5.36284
H: -4.24991 1.52583 -5.02156
H: -3.28817 2.32963 -4.06159
C: 0.84215 3.73590 0.68709
C: 0.21058 4.83875 -0.11087
C: -1.10684 4.33957 -0.65322
O: -1.70697 5.43588 -1.34579
C: -2.86573 5.09890 -2.07925
N: 0.19151 5.98870 0.76276
H: 0.30917 3.58387 1.63229
H: 1.86511 3.96379 0.96068
H: 0.88036 2.76773 0.17708
H: 0.85313 5.06490 -0.96526
H: -1.86594 3.97296 0.06047
H: -0.87584 3.50428 -1.35233
H: -2.65135 4.52633 -3.00685
H: -3.31962 6.04260 -2.39275
H: -3.63090 4.58080 -1.49009
H: -0.43041 6.69845 0.36496
H: -0.16739 5.70618 1.68240
C: 2.11044 -8.08432 -1.17906
C: 1.99608 -7.13101 -0.02778
C: 0.78526 -7.51259 0.80764
O: 0.68381 -6.60444 1.85805
C: -0.29859 -7.00211 2.80990
N: 3.26609 -7.05781 0.66306
H: 2.16200 -9.10299 -0.82316
H: 3.08560 -7.92019 -1.66452
H: 1.25862 -7.93014 -1.87863
H: 1.77882 -6.11705 -0.43954
H: 0.88337 -8.51044 1.24382
H: -0.06494 -7.53284 0.13171
H: -0.34527 -6.29837 3.64032
H: -0.03208 -7.99386 3.19763
H: -1.31901 -7.04695 2.38054
H: 3.28789 -6.35669 1.40184
H: 3.32529 -7.96795 1.11995

Forces on atoms 1 to 3 (eV/Å):
0.0 -0.4 -1.0
-0.5 -0.6 1.4
-0.5 0.1 -1.2

As for the total charge: 0. For the HOMO energy, the calculation gives -8.454 eV. The HOMO-LUMO gap is 8.713 eV. As for the maximum force: 3.34 eV/A.

(2)
One molecule with the formula C5H7NO. Source: the OMol25 dataset; level of theory: ωB97M-V with the def2-TZVPD basis set.

CARTESIAN COORDINATES (ANGSTROEM)
C: -1.73541 0.24955 0.64786
C: -0.47074 -0.31581 0.06126
C: -0.23376 -1.63898 -0.15985
O: 0.99246 -1.86230 -0.64224
C: 1.62142 -0.65305 -0.68083
C: 0.77028 0.33834 -0.28625
N: 1.12995 1.67959 -0.10935
H: -2.58855 0.07973 -0.01672
H: -1.67441 1.32506 0.83997
H: -1.97230 -0.22912 1.60567
H: -0.74540 -2.53783 0.14043
H: 2.68125 -0.75498 -0.54383
H: 0.36745 2.34258 -0.11065
H: 1.85776 1.97719 -0.74548

Forces on atoms 1 to 3 (eV/Å):
-0.1 0.0 0.0
0.0 -0.2 0.0
-0.2 0.0 0.3

As for the total charge: 0. The SMILES is Cc1cocc1N. For the HOMO energy, the calculation gives -7.892 eV. The HOMO-LUMO gap is 8.865 eV. As for the maximum force: 0.88 eV/A.

(3)
C27H41NP2Pt as an isolated structure. Source: the OMol25 dataset; level of theory: ωB97M-V with the def2-TZVPD basis set.

CARTESIAN COORDINATES (ANGSTROEM)
P: -0.66037 3.34395 -0.68594
P: -0.08195 0.19788 -0.82900
C: -0.58823 2.55987 -2.33167
C: -1.07900 1.14792 -2.13768
H: 0.41855 2.63289 -2.75608
H: -1.26438 3.10319 -3.00356
H: -2.12815 1.17939 -1.80910
H: -1.05846 0.56239 -3.06567
C: 1.43730 -0.16088 -1.77624
H: 1.95939 -1.07821 -1.46438
H: 2.08892 0.70653 -1.60083
H: 1.21446 -0.25209 -2.84855
C: -2.53010 -2.07467 -2.47281
H: -2.02662 -1.85712 -3.42526
H: -3.46538 -1.50306 -2.43011
H: -2.71652 -3.14446 -2.26326
C: 0.19125 4.96764 -1.11696
H: -0.07814 5.73383 -0.37916
H: -0.14009 5.30060 -2.10897
H: 1.28158 4.87575 -1.14888
C: -2.28473 4.34967 -1.15022
H: -3.18862 3.71994 -1.13638
H: -2.23510 4.78261 -2.16317
H: -2.41541 5.18369 -0.43665
Pt: -1.36226 -1.50665 -0.91664
C: 0.84817 1.44260 0.71606
C: 1.02599 2.82805 0.18476
C: 1.53379 3.74601 1.31827
C: 0.39387 4.11925 2.29225
C: -0.92368 4.16125 1.68760
C: -1.59541 3.09539 1.04117
C: -1.51851 1.66281 1.58813
C: -0.09639 1.18971 1.88193
C: -2.30204 -1.88940 0.84583
H: 1.79301 0.87455 0.83020
H: 1.79132 2.80648 -0.61382
H: 2.01945 4.66135 0.93970
H: 2.30794 3.21766 1.89417
H: 0.40580 3.46972 3.18582
H: 0.61938 5.12993 2.66637
H: -1.50376 5.06517 1.82933
H: -2.65071 3.28215 0.83930
H: -2.03602 0.93122 0.93381
H: -2.09508 1.64428 2.52407
H: 0.25560 1.66979 2.80246
H: -0.11159 0.10338 2.09681
H: -2.50533 -2.97072 0.78010
H: -3.23018 -1.30028 0.86768
H: -1.67365 -1.65527 1.71726
C: 2.36625 -5.23089 -2.62773
C: 1.35144 -4.40607 -3.11903
C: 0.43807 -3.80688 -2.25941
C: 0.66502 -3.84315 -0.86078
C: 1.61480 -4.78342 -0.38015
C: 2.44884 -5.46826 -1.24998
N: 0.07058 -2.95084 -0.01182
C: 0.50489 -2.98849 1.33560
C: -0.21134 -3.73615 2.31173
C: 0.31638 -3.91937 3.58639
C: 1.51053 -3.28238 3.95977
C: 2.24269 -2.58552 2.99905
C: 1.78455 -2.49219 1.68826
H: 3.08645 -5.69579 -3.30009
H: 1.26792 -4.24775 -4.19252
H: -0.42974 -3.26400 -2.64292
H: 1.72293 -4.93890 0.69313
H: 3.16905 -6.17711 -0.84307
H: -1.17217 -4.17773 2.02396
H: -0.23487 -4.52865 4.31253
H: 1.86148 -3.35248 4.99288
H: 3.16599 -2.09882 3.28839
H: 2.42039 -2.08083 0.90370

Forces on atoms 1 to 3 (eV/Å):
0.1 4.5 -0.1
1.8 2.9 1.5
0.2 -0.3 -0.1

The expectation value of S² is 2.035. As for the total charge: 0. As for the multiplicity: 3. For the HOMO energy (spin up / spin down), the calculation gives -6.511 / -6.523 eV. The HOMO-LUMO gap (spin up / spin down) is 5.697 / 5.751 eV. As for the maximum force: 4.53 eV/A.